ORCA calculation (the ωB97M-V functional and the def2-TZVPD basis) on a cluster of 15 separate species, C19H64O15 in total in a non-equilibrium geometry.

Computed properties:
ΔE to the lowest compared entry with this formula, charge and spin in kcal/mol: 81.0
Net charge: 0
Gap between HOMO and LUMO in eV: 8.869
Energy in eV: -51447.8547
HOMO energy in eV: -8.858

Last columns: bonded neighbours and bond lengths (Å).
Cartesian coordinates (Å):
1 C 2.052 1.724 -3.656  C2 1.507, H5 1.094, H6 1.095, H7 1.086
2 C 2.116 3.217 -3.470  C1 1.507, O3 1.200, C4 1.518
3 O 3.152 3.818 -3.400  C2 1.200
4 C 0.790 3.930 -3.272  C2 1.518, H8 1.094, H9 1.091, H10 1.089
5 H 3.028 1.298 -3.404  C1 1.094
6 H 2.009 1.516 -4.730  C1 1.095
7 H 1.277 1.218 -3.087  C1 1.086
8 H 0.179 3.813 -4.171  C4 1.094
9 H 1.013 4.994 -3.181  C4 1.091
10 H 0.214 3.613 -2.404  C4 1.089
11 C -1.470 -0.253 0.777  C12 1.500, H15 1.089, H16 1.085, H17 1.092
12 C -0.008 -0.145 1.094  C11 1.500, O13 1.214, C14 1.502
13 O 0.416 -0.285 2.222  C12 1.214
14 C 0.909 0.095 -0.071  C12 1.502, H18 1.090, H19 1.091, H20 1.092
15 H -1.957 -0.969 1.437  C11 1.089
16 H -1.585 -0.499 -0.274  C11 1.085
17 H -1.936 0.717 0.964  C11 1.092
18 H 0.770 -0.679 -0.826  C14 1.090
19 H 1.952 0.016 0.242  C14 1.091
20 H 0.760 1.121 -0.415  C14 1.092
21 C -2.589 -4.234 1.189  O22 1.418, H23 1.094, H24 1.089, H25 1.092
22 O -1.483 -3.782 0.425  C21 1.418, H26 0.959
23 H -2.305 -4.837 2.056  C21 1.094
24 H -3.107 -3.372 1.608  C21 1.089
25 H -3.247 -4.805 0.531  C21 1.092
26 H -1.100 -4.491 -0.095  O22 0.959
27 C -0.947 -2.445 -3.353  O28 1.416, H29 1.087, H30 1.098, H31 1.094
28 O 0.023 -1.413 -3.360  C27 1.416, H32 0.971
29 H -0.494 -3.403 -3.590  C27 1.087
30 H -1.431 -2.533 -2.371  C27 1.098
31 H -1.765 -2.218 -4.043  C27 1.094
32 H -0.428 -0.571 -3.535  O28 0.971
33 C -4.794 -0.828 2.305  O34 1.402, H35 1.089, H36 1.098, H37 1.095
34 O -3.783 -1.245 3.183  C33 1.402, H38 0.960
35 H -4.680 0.227 2.060  C33 1.089
36 H -4.774 -1.349 1.339  C33 1.098
37 H -5.804 -0.971 2.704  C33 1.095
38 H -3.937 -2.140 3.495  O34 0.960
39 C 0.613 0.739 5.566  O40 1.423, H41 1.087, H42 1.097, H43 1.102
40 O 0.221 -0.615 5.760  C39 1.423, H44 0.964
41 H 1.698 0.817 5.585  C39 1.087
42 H 0.213 1.141 4.627  C39 1.097
43 H 0.232 1.416 6.348  C39 1.102
44 H -0.733 -0.565 5.628  O40 0.964
45 C 5.602 -0.256 -2.289  O46 1.434, H47 1.090, H48 1.091, H49 1.092
46 O 4.467 -0.053 -1.436  C45 1.434, H50 0.970
47 H 6.396 -0.764 -1.741  C45 1.090
48 H 5.289 -0.865 -3.138  C45 1.091
49 H 5.988 0.697 -2.655  C45 1.092
50 H 3.723 -0.491 -1.878  O46 0.970
51 C 2.540 -3.305 -2.420  O52 1.416, H53 1.089, H54 1.093, H55 1.092
52 O 2.608 -1.893 -2.508  C51 1.416, H56 0.978
53 H 3.553 -3.694 -2.510  C51 1.089
54 H 2.121 -3.611 -1.458  C51 1.093
55 H 1.955 -3.707 -3.250  C51 1.092
56 H 1.764 -1.523 -2.837  O52 0.978
57 C -2.011 1.452 -2.987  O58 1.442, H59 1.092, H60 1.091, H61 1.084
58 O -1.463 0.873 -4.188  C57 1.442, H62 0.959
59 H -1.744 2.511 -2.970  C57 1.092
60 H -3.099 1.400 -3.041  C57 1.091
61 H -1.572 0.976 -2.117  C57 1.084
62 H -1.964 1.183 -4.944  O58 0.959
63 C -3.393 2.770 2.900  O64 1.432, H65 1.091, H66 1.091, H67 1.086
64 O -3.574 3.026 1.502  C63 1.432, H68 0.960
65 H -4.306 3.056 3.425  C63 1.091
66 H -3.180 1.717 3.090  C63 1.091
67 H -2.574 3.372 3.280  C63 1.086
68 H -4.330 2.531 1.177  O64 0.960
69 C 3.262 2.739 -0.079  O70 1.415, H71 1.099, H72 1.091, H73 1.092
70 O 4.610 2.315 -0.022  C69 1.415, H74 0.981
71 H 2.649 2.246 0.688  C69 1.099
72 H 3.268 3.813 0.111  C69 1.091
73 H 2.789 2.506 -1.036  C69 1.092
74 H 4.654 1.538 -0.620  O70 0.981
75 C -4.084 -1.123 -1.574  O76 1.402, H77 1.095, H78 1.090, H79 1.093
76 O -4.722 -1.404 -2.791  C75 1.402, H80 0.958
77 H -4.175 -1.948 -0.861  C75 1.095
78 H -3.033 -0.846 -1.663  C75 1.090
79 H -4.544 -0.268 -1.070  C75 1.093
80 H -4.588 -2.315 -3.054  O76 0.958
81 C 4.175 -0.325 2.321  O82 1.410, H83 1.094, H84 1.097, H85 1.092
82 O 3.054 -0.697 3.092  C81 1.410, H86 0.975
83 H 4.092 -0.571 1.258  C81 1.094
84 H 4.401 0.747 2.384  C81 1.097
85 H 5.044 -0.833 2.745  C81 1.092
86 H 2.225 -0.472 2.629  O82 0.975
87 C -0.039 -3.056 3.696  O88 1.407, H89 1.090, H90 1.093, H91 1.105
88 O 1.100 -3.016 4.521  C87 1.407, H92 0.962
89 H -0.833 -2.421 4.087  C87 1.090
90 H 0.126 -2.798 2.647  C87 1.093
91 H -0.470 -4.073 3.677  C87 1.105
92 H 1.802 -3.435 4.013  O88 0.962
93 C -0.148 3.744 0.614  O94 1.418, H95 1.094, H96 1.095, H97 1.090
94 O -1.138 2.930 0.006  C93 1.418, H98 0.970
95 H -0.552 4.731 0.858  C93 1.094
96 H 0.263 3.272 1.512  C93 1.095
97 H 0.672 3.905 -0.087  C93 1.090
98 H -1.937 2.927 0.555  O94 0.970